Entry 1:
Molecular formula: C5H6O3
Method: DFT, the ωB97M-V functional and the def2-TZVPD basis

Output
strongest force on any atom = 6.97 eV/A
total charge = 0
energy relative to the best compared isomer or geometry (same formula, charge and spin) = 3.933 eV

Positions of all 14 atoms, in Å:
C -0.381 0.082 1.819
C 0.049 0.242 0.322
C 1.536 0.717 -1.006
C 0.800 -0.053 -1.761
C -0.290 -0.247 -0.855
H -2.321 -0.594 1.236
H -0.086 0.983 2.455
H 0.449 -0.707 2.225
H 2.465 1.324 -0.982
H 0.897 0.002 -2.819
H -1.522 -1.030 -1.857
O -1.757 -0.052 2.085
O 1.245 0.717 0.277
O -1.083 -1.385 -1.138

Charges obtained by natural (NBO) population analysis, quoted in units of e: -0.079, 0.208, 0.113, -0.352, 0.131, 0.484, 0.197, 0.166, 0.203, 0.237, 0.466, -0.710, -0.391, -0.671


Entry 2:
Molecular formula: C5H6O3Rb
Method: DFT, the ωB97M-V functional and the def2-TZVPD basis

Output
strongest force on any atom = 1.97 eV/A
<S²> = 0.76
total charge = 0
spin multiplicity = 2
energy relative to the best compared isomer or geometry (same formula, charge and spin) = 0.770 eV

Positions of all 15 atoms, in Å:
O 2.048 -2.710 -0.524
C 1.955 -1.451 -0.568
O 2.867 -0.630 -0.584
Rb 1.177 -6.308 -0.951
O 0.683 -0.938 -0.568
C 0.452 0.325 0.025
C -1.016 0.680 -0.162
C -1.316 2.068 0.361
C -2.147 2.339 1.343
H 1.083 1.089 -0.460
H 0.686 0.287 1.103
H -1.643 -0.068 0.343
H -1.248 0.644 -1.237
H -0.781 2.890 -0.135
H -2.801 1.783 2.015

Charges obtained by natural (NBO) population analysis, quoted in units of e: -0.872, 0.956, -0.759, 0.996, -0.582, -0.047, -0.441, -0.313, -0.088, 0.187, 0.167, 0.201, 0.214, 0.214, 0.167


Entry 3:
Molecular formula: C5H6O3S4
Method: DFT, the ωB97M-V functional and the def2-TZVPD basis

Output
strongest force on any atom = 4.04 eV/A
energy = -54762.9731 eV
total charge = 0

Positions of all 18 atoms, in Å:
C 0.323 1.047 0.191
C -1.015 0.056 -0.773
C 1.079 -0.769 -1.254
C -2.277 0.048 -0.292
C 1.434 -0.043 0.022
O 0.074 1.689 1.208
O -0.309 1.169 -1.033
O -0.302 -1.126 -1.076
S -3.015 -1.424 0.343
S -2.969 1.651 0.134
S 1.476 -1.249 1.416
S 3.030 0.752 -0.099
H 1.236 -0.133 -2.083
H 1.657 -1.731 -1.459
H -1.870 -2.021 0.607
H -3.980 1.135 0.869
H 2.246 -0.535 2.316
H 3.184 1.485 0.965

Charges obtained by natural (NBO) population analysis, quoted in units of e: 0.742, 0.426, -0.108, -0.357, -0.413, -0.511, -0.500, -0.493, 0.067, 0.084, 0.002, 0.038, 0.211, 0.233, 0.148, 0.139, 0.148, 0.144


Entry 4:
Molecular formula: C5H6O4Pt
Method: DFT, the ωB97M-V functional and the def2-TZVPD basis

Output
strongest force on any atom = 6.84 eV/A
<S²> = 2.00
energy = -16711.8638 eV
total charge = 0
spin multiplicity = 3

Positions of all 16 atoms, in Å:
O 1.943 -0.309 -0.705
C 1.487 2.217 1.438
O 0.723 1.799 0.700
O -1.624 1.034 -1.113
C -2.425 0.229 -0.309
C -1.779 -1.130 -0.054
O -0.449 -0.854 0.409
C 0.533 -1.838 0.394
C 1.704 -1.504 -0.186
Pt 0.142 0.566 -0.757
H -3.416 0.037 -0.765
H -2.619 0.706 0.676
H -1.698 -1.703 -0.992
H -2.317 -1.722 0.700
H 0.337 -2.736 0.979
H 2.532 -2.224 -0.154

Charges obtained by natural (NBO) population analysis, quoted in units of e: -0.771, 0.610, -0.599, -0.764, -0.100, -0.109, -0.550, -0.136, 0.148, 1.158, 0.185, 0.158, 0.194, 0.198, 0.202, 0.177


Entry 5:
Molecular formula: C5H6O4PtS
Method: DFT, the ωB97M-V functional and the def2-TZVPD basis

Output
strongest force on any atom = 8.60 eV/A
<S²> = 2.01
energy = -27532.2810 eV
total charge = +2
spin multiplicity = 3

Positions of all 17 atoms, in Å:
O 2.039 -1.078 -4.647
C 1.463 -0.825 -3.664
Pt 0.394 -0.384 -2.155
C -0.921 -1.713 -1.999
C 0.024 1.438 -2.328
O -1.797 -2.445 -1.988
O -0.351 2.546 -2.421
C -1.261 0.452 2.653
S -0.269 0.963 1.211
C 1.270 0.037 1.594
O -0.906 0.289 0.049
H -0.885 0.873 3.605
H -1.269 -0.639 2.648
H -2.251 0.865 2.431
H 1.017 -1.023 1.604
H 2.014 0.279 0.819
H 1.687 0.365 2.587

Charges obtained by natural (NBO) population analysis, quoted in units of e: -0.284, 0.496, 0.595, 0.393, 0.390, -0.295, -0.319, -0.774, 1.452, -0.795, -0.629, 0.309, 0.288, 0.295, 0.285, 0.279, 0.315


Entry 6:
Molecular formula: C5H6OS
Method: DFT, the ωB97M-V functional and the def2-TZVPD basis

Output
strongest force on any atom = 6.53 eV/A
total charge = 0
energy relative to the best compared isomer or geometry (same formula, charge and spin) = 4.274 eV

Positions of all 13 atoms, in Å:
C 1.805 -1.847 -0.132
C 1.059 -0.903 -0.249
C -0.874 0.423 -1.202
C -1.075 0.064 1.225
C 0.273 0.331 -0.215
O 0.985 1.468 -0.016
S -2.155 -0.496 -0.150
H 2.562 -2.523 0.116
H -1.099 1.430 -1.329
H -0.858 0.037 -2.299
H -0.781 -0.628 1.913
H -1.246 1.000 1.537
H 1.405 1.643 0.803

Charges obtained by natural (NBO) population analysis, quoted in units of e: -0.214, -0.057, -0.508, -0.483, 0.253, -0.705, 0.154, 0.233, 0.218, 0.228, 0.199, 0.181, 0.500


Entry 7:
Molecular formula: C5H6OS
Method: DFT, the ωB97M-V functional and the def2-TZVPD basis

Output
strongest force on any atom = 6.44 eV/A
SMILES = S=C/C=C/[C@@H]1CO1
total charge = 0
energy relative to the best compared isomer or geometry (same formula, charge and spin) = 4.936 eV

Positions of all 13 atoms, in Å:
S 4.094 -0.293 0.166
C 2.744 0.589 0.251
C 1.499 -0.175 0.068
C 0.090 0.189 -0.181
C -1.094 -0.582 -0.071
C -2.574 0.042 -0.261
O -1.887 -0.033 1.100
H 2.660 1.837 0.185
H 1.964 -1.294 0.153
H -0.165 1.246 -0.132
H -0.933 -1.726 -0.111
H -2.905 0.916 -0.853
H -3.493 -0.715 -0.315

Charges obtained by natural (NBO) population analysis, quoted in units of e: 0.083, -0.333, -0.262, -0.158, 0.000, -0.118, -0.490, 0.225, 0.226, 0.210, 0.212, 0.209, 0.196


Entry 8:
Molecular formula: C5H6OS
Method: DFT, the ωB97M-V functional and the def2-TZVPD basis

Output
strongest force on any atom = 5.02 eV/A
SMILES = O[C@H]1[C@@H]2C=C[C@H]1S2
total charge = 0
energy relative to the best compared isomer or geometry (same formula, charge and spin) = 4.514 eV

Positions of all 13 atoms, in Å:
O -2.341 -0.360 -0.043
C -1.008 -0.655 0.225
C -0.153 -0.056 -1.007
C 1.346 -0.210 -0.734
C 1.457 0.022 0.607
C -0.040 0.531 1.022
S -0.457 1.783 -0.218
H -2.227 0.793 0.062
H -0.898 -1.680 0.374
H -0.343 -0.114 -2.113
H 2.216 -0.347 -1.568
H 2.364 -0.354 1.147
H 0.084 0.647 2.247

Charges obtained by natural (NBO) population analysis, quoted in units of e: -0.725, 0.125, -0.269, -0.254, -0.217, -0.432, 0.154, 0.450, 0.198, 0.236, 0.245, 0.236, 0.254